[1]
Computed, not measured: 6 unconnected molecules or ions with the total composition C32H67NO22S7 at a distorted geometry, with ωB97M-V/def2-TZVPD.

The geometry in XYZ format:
```
129
Properties=species:S:1:pos:R:3
C 5.73949 4.31912 2.84459
C 5.24508 2.81453 3.32495
C 6.47930 1.75431 3.56997
C 6.15184 0.24567 2.97924
C 4.71172 -0.36266 3.56580
C 4.31444 -1.76602 2.76544
C 2.79804 -1.75467 2.13152
C 1.60447 -2.09931 3.20913
C 0.51652 -3.19424 2.57995
C -1.01977 -2.87706 3.11555
C -1.88835 -2.12576 1.90585
C -3.48835 -2.20439 2.33753
C -4.38930 -0.96528 1.74148
C -6.01867 -1.28115 1.70179
C -6.87294 -0.32884 2.77934
O -6.78639 1.03724 2.26346
C -6.00720 1.93974 3.11179
S -6.93631 3.48899 3.67120
C -8.44060 -0.89391 2.92966
C -9.27414 -0.08426 4.08960
C -9.22212 -0.85794 5.57165
C -7.72334 -0.89810 6.23324
S -7.91403 -1.75927 7.92345
O -9.13348 -1.04201 1.64448
C -9.74030 0.20204 1.16499
C -11.40991 0.21053 1.26521
N -11.84665 1.43112 2.08748
H 6.91542 4.37913 3.01162
H 5.47769 4.45420 1.70633
H 5.26932 5.19368 3.50220
H 4.71394 2.97148 4.37314
H 4.41167 2.37569 2.60820
H 6.80777 1.73878 4.71045
H 7.42073 2.14720 2.95662
H 7.06322 -0.43426 3.30668
H 6.12982 0.31482 1.79449
H 3.81643 0.39658 3.42333
H 4.90218 -0.62635 4.70008
H 5.05874 -1.82177 1.83851
H 4.54055 -2.72026 3.41281
H 2.77190 -2.62869 1.31902
H 2.60106 -0.69774 1.64670
H 0.99155 -1.09804 3.36321
H 1.98806 -2.55260 4.22283
H 0.54838 -3.23518 1.39662
H 0.84560 -4.24199 3.01737
H -1.58644 -3.84558 3.47053
H -1.03859 -2.12774 4.02964
H -1.50233 -1.02074 1.75790
H -1.66125 -2.73329 0.92712
H -3.88298 -3.27388 2.07174
H -3.53804 -2.10488 3.52492
H -4.14478 -0.02301 2.43225
H -4.06404 -0.64591 0.64586
H -6.15106 -2.40648 2.06632
H -6.40930 -1.17951 0.60084
H -6.37704 -0.51897 3.81972
H -5.51090 1.46117 4.05407
H -5.10750 2.34325 2.43854
H -8.00128 3.16991 4.52862
H -8.30184 -2.00283 3.35196
H -10.41164 0.07397 3.86674
H -8.74571 0.98156 4.18865
H -9.67955 -1.94068 5.38316
H -9.96488 -0.23206 6.26311
H -7.05203 -1.62048 5.57787
H -7.23437 0.16165 6.40182
H -7.00719 -1.13697 8.79836
H -9.30499 1.18932 1.61297
H -9.51975 0.25218 -0.00736
H -11.76095 -0.78312 1.78105
H -11.92771 0.31446 0.22002
H -12.72866 1.84323 1.66841
H -12.13189 1.14196 3.05220
O -0.99261 -0.43966 -1.34020
S 0.39593 -0.13929 -1.07028
O 1.31507 -1.10237 -0.50988
O 0.45685 1.22003 -0.17227
C 1.22215 2.20939 -0.85833
C 1.05359 1.89823 -2.34309
O 1.05715 0.47506 -2.42888
H 2.26751 2.10564 -0.55010
H 0.86624 3.21122 -0.60350
H 1.85555 2.32322 -2.95138
H 0.08728 2.25643 -2.71356
O 5.65529 -2.12883 -6.30782
S 4.54394 -1.28604 -5.92607
O 4.59769 0.15664 -5.97293
O 4.04911 -1.73913 -4.44022
C 2.67792 -2.12917 -4.49396
C 2.45554 -2.64342 -5.91376
O 3.22463 -1.78018 -6.74808
H 2.06418 -1.24482 -4.29444
H 2.46910 -2.89347 -3.74063
H 1.40243 -2.62269 -6.20410
H 2.84488 -3.66039 -6.03004
O 2.96705 1.91133 5.18855
S 3.07652 1.23339 6.46117
O 4.33742 1.01666 7.13167
O 2.29797 -0.19431 6.34536
C 1.26364 -0.25292 7.32612
C 0.84227 1.19510 7.56148
O 2.05134 1.94887 7.50880
H 1.68196 -0.69458 8.23634
H 0.43525 -0.87126 6.97017
H 0.34374 1.33265 8.52394
H 0.18757 1.55046 6.75873
O 6.27039 -2.96387 -12.67299
S 7.16605 -2.31675 -11.74016
O 8.55561 -2.05536 -12.03547
O 7.07761 -3.10850 -10.31777
C 6.66866 -2.20299 -9.29404
C 5.82503 -1.14431 -9.99916
O 6.47183 -0.92434 -11.25058
H 7.56714 -1.76066 -8.85174
H 6.10554 -2.73148 -8.52018
H 5.76185 -0.21441 -9.42902
H 4.81501 -1.51598 -10.20181
O 5.46420 1.63434 -8.85863
S 5.08816 2.92835 -9.38329
O 3.94550 3.67041 -8.90362
O 4.98564 2.80884 -11.00598
C 5.88833 3.73442 -11.60901
C 7.02464 3.90893 -10.60499
O 6.39634 3.90083 -9.32516
H 5.35431 4.67688 -11.76760
H 6.24179 3.35129 -12.57002
H 7.57629 4.83957 -10.75786
H 7.71951 3.06344 -10.64538
```

The gap between HOMO and LUMO comes out at 9.1461 eV. As for the SMILES: CCCCCCCCCCCCCC[C@@H](OCS)[C@@H](CCCS)OCCN.O=S1(=O)OCCO1.O=S1(=O)OCCO1.O=S1(=O)OCCO1.O=S1(=O)OCCO1.O=S1(=O)OCCO1. For the HOMO energy, the calculation gives -9.145 eV. As for the total energy: -156636.078 eV.

[2]
Computed, not measured: 12 unconnected molecules or ions with the total composition C32H68N4O20 at a distorted geometry, with ωB97M-V/def2-TZVPD.

The geometry in XYZ format:
```
124
Properties=species:S:1:pos:R:3
C 26.79909 25.65506 8.52997
C 26.87521 26.15153 7.13295
C 26.11350 27.46817 6.94597
O 27.03141 28.32525 6.40782
C 28.25169 27.76780 6.42590
O 29.24592 28.35558 6.03324
O 28.17305 26.47045 6.71269
H 25.79928 25.29974 8.77943
H 27.08418 26.45785 9.20994
H 27.35737 24.72504 8.63712
H 26.55466 25.39185 6.42005
H 25.74720 27.97699 7.83762
H 25.29446 27.34347 6.23765
C 13.91240 33.38103 16.61540
C 12.97813 32.18608 16.79278
C 13.61525 30.86629 17.13741
O 12.66812 30.32297 18.01941
C 11.80893 31.27822 18.49997
O 10.88532 31.07926 19.27969
O 12.02007 32.42022 17.84856
H 14.88105 33.12048 16.18885
H 14.11704 33.60636 17.66203
H 13.51291 34.24631 16.08643
H 12.32162 32.01213 15.94022
H 14.53438 30.91725 17.72112
H 13.69784 30.29064 16.21550
C 27.58042 20.80900 16.22845
C 26.82335 22.18076 16.42103
C 27.14263 22.85090 17.73064
O 27.47110 24.18156 17.40472
C 27.89974 24.20578 16.11416
O 28.41896 25.10046 15.48133
O 27.49438 23.03651 15.54595
H 28.54192 20.93230 16.72685
H 27.67999 20.47363 15.19612
H 27.07166 20.05699 16.83156
H 25.77332 22.00820 16.18488
H 27.98126 22.29475 18.14956
H 26.31891 22.88133 18.44384
C 24.56007 25.54481 27.69642
C 23.51655 26.26433 26.85005
C 23.42613 27.74635 26.94216
O 23.73465 28.20310 25.60644
C 23.95724 27.19788 24.79711
O 24.38463 27.29847 23.62350
O 23.92851 26.03457 25.49946
H 24.63571 24.49020 27.43151
H 24.16197 25.54061 28.71112
H 25.55552 25.98080 27.61219
H 22.52951 25.83412 27.01970
H 24.14564 28.18314 27.63472
H 22.44218 28.08391 27.26770
C 21.54514 34.48403 10.65346
N 20.81332 33.25633 10.90968
C 21.06613 32.26710 9.88991
C 20.09842 33.11026 12.04324
O 19.44775 32.16459 12.39093
H 21.25983 34.84277 9.66452
H 22.62687 34.35088 10.63794
H 21.20691 35.27319 11.32497
H 22.11283 31.99068 9.76296
H 20.49135 31.37007 10.12026
H 20.70420 32.64525 8.93382
H 20.21155 33.96942 12.72238
C 21.47004 26.52333 14.75762
N 20.87704 26.29648 16.06326
C 21.84473 25.72136 16.96807
C 19.61924 26.71497 16.37605
O 19.20403 26.62132 17.53043
H 20.87795 27.08336 14.03382
H 21.74878 25.66677 14.14385
H 22.42171 27.05023 14.82689
H 22.14842 24.74946 16.57912
H 22.69828 26.37715 17.13980
H 21.40316 25.50345 17.94050
H 19.11808 26.99282 15.43593
C 17.89834 18.91281 21.09150
N 18.74546 19.74046 20.30204
C 18.29667 21.02201 19.76057
C 19.98607 19.32856 20.12845
O 20.82355 20.01599 19.58056
H 18.34519 18.05688 21.59726
H 17.15607 18.46642 20.42979
H 17.38385 19.53663 21.82242
H 18.23345 21.76581 20.55483
H 19.00353 21.34333 18.99560
H 17.28644 20.94795 19.35800
H 20.21925 18.38937 20.65358
C 27.90751 33.64200 15.90378
N 27.57362 33.76064 14.52954
C 27.81771 35.08066 13.90101
C 27.33773 32.62036 13.78630
O 27.18065 32.63873 12.56789
H 28.97432 33.47387 16.05124
H 27.39503 32.83273 16.42394
H 27.50536 34.38623 16.59118
H 27.49205 35.01402 12.86293
H 27.18582 35.76031 14.47276
H 28.83906 35.44302 13.78414
H 27.06930 31.75664 14.41412
C 12.46711 24.48915 15.75632
O 11.77534 23.42410 16.35262
H 12.67390 24.32207 14.69924
H 11.90531 25.42310 15.74183
H 13.47537 24.59571 16.15652
H 11.83685 23.61807 17.29080
C 18.24349 24.56389 9.54639
O 17.20722 23.85312 10.12776
H 18.81840 25.16528 10.25059
H 18.98339 23.86148 9.16264
H 17.89907 25.07115 8.64519
H 17.56598 23.17945 10.71005
C 12.94367 25.03754 21.96895
O 11.78665 24.58466 21.32246
H 13.41550 24.24215 22.54587
H 13.60347 25.42081 21.19058
H 12.64483 25.82888 22.65639
H 11.07643 24.65130 21.96492
C 17.42500 28.36369 23.38254
O 18.01469 27.12582 23.18342
H 17.78930 29.09345 22.65948
H 16.34348 28.28772 23.27005
H 17.58615 28.82844 24.35523
H 18.07554 26.96853 22.23835
```

The gap between HOMO and LUMO comes out at 9.4649 eV. As for the SMILES: C[C@H]1COC(=O)O1.C[C@H]1COC(=O)O1.C[C@H]1COC(=O)O1.C[C@H]1COC(=O)O1.CN(C)C=O.CN(C)C=O.CN(C)C=O.CN(C)C=O.CO.CO.CO.CO. The calculation puts the energy relative to the best compared isomer or geometry (same formula, charge and spin) at 80.6 kcal/mol. For the HOMO energy, the calculation gives -9.314 eV. As for the total energy: -81192.752 eV.